# 1
Below is C5H9NO in the gas phase in a non-equilibrium geometry, with properties calculated with the ωB97M-V functional and the def2-TZVPD basis.

Last column: Löwdin charge in e.
Atoms and positions in Å:
C: -0.329 2.366 0.769  -0.074
C: 0.336 1.421 -0.138  -0.261
N: 0.990 0.489 0.375  0.011
C: 1.123 -0.645 -0.497  -0.249
C: 0.216 -1.771 0.071  -0.135
C: -1.266 -1.770 -0.334  -0.263
O: -1.804 -1.006 -1.085  0.047
H: -0.200 1.981 1.784  0.081
H: 0.131 3.337 0.646  0.069
H: -1.393 2.405 0.515  0.082
H: 0.202 1.486 -1.227  0.126
H: 2.203 -0.710 -0.410  0.108
H: 0.848 -0.482 -1.558  0.113
H: 0.221 -1.748 1.170  0.114
H: 0.591 -2.758 -0.216  0.109
H: -1.870 -2.596 0.133  0.122

Summary:
Energy relative to the best compared isomer or geometry (same formula, charge and spin) = 50.5 kcal/mol
E_LUMO = 1.1 eV
Kohn-Sham gap = 10.53 eV
2S+1 = 1



# 2
Below is C4H8ClN3 in the gas phase in a non-equilibrium geometry, with properties calculated with the ωB97M-V functional and the def2-TZVPD basis.

Last column: Löwdin charge in e.
Atoms and positions in Å:
H: 0.495 -1.667 2.269  0.084
N: 0.615 -0.687 1.886  0.119
C: 0.093 -0.883 0.738  -0.531
N: -0.205 -2.104 0.195  0.102
C: -0.289 0.310 -0.045  -0.705
Cl: -1.573 -0.089 -1.299  0.651
C: -0.200 1.537 0.431  -0.145
C: 0.940 1.168 -0.485  -0.313
N: 2.265 1.245 0.113  -0.004
H: -0.991 -2.294 -0.323  0.013
H: 0.261 -2.934 0.698  0.146
H: -0.891 2.271 0.019  0.134
H: 0.065 1.593 1.364  0.068
H: 0.770 1.303 -1.518  0.106
H: 3.142 0.948 -0.541  0.117
H: 1.898 0.332 0.917  0.158

Summary:
Energy relative to the best compared isomer or geometry (same formula, charge and spin) = 84.9 kcal/mol
E_LUMO = 0.8 eV
Kohn-Sham gap = 9.20 eV
2S+1 = 1



# 3
Below is 2 unconnected molecules or ions with the total composition C2H3Cl2FO in a non-equilibrium geometry, with properties calculated with the ωB97M-V functional and the def2-TZVPD basis.

Last column: Löwdin charge in e.
Atoms and positions in Å:
O: -1.323 1.515 0.764  0.062
C: -0.442 0.622 1.021  -0.741
Cl: 0.402 0.863 2.583  0.628
C: -0.061 -0.461 0.338  -0.194
F: -0.563 -0.621 -0.875  -0.005
H: -1.309 2.418 1.052  0.117
H: 0.514 -1.249 0.600  0.078
Cl: 1.986 -1.337 -2.537  0.254
H: 0.796 -1.751 -2.947  -0.198

Summary:
Energy relative to the best compared isomer or geometry (same formula, charge and spin) = 28.2 kcal/mol
E_LUMO = 0.5 eV
Kohn-Sham gap = 9.59 eV
2S+1 = 1



# 4
Below is a molecular structure, C35H37F4FeN8S2, with properties calculated with the ωB97M-V functional and the def2-TZVPD basis.

Last column: Löwdin spin population.
Atoms and positions in Å:
Fe: 0.471 0.115 1.717  0.115
C: 1.511 -0.336 4.642  0.000
N: 0.346 -0.535 3.753  -0.001
C: -0.836 0.008 4.445  0.000
C: 0.175 -1.986 3.569  0.000
C: 1.137 -2.548 2.534  0.040
N: 1.476 -1.564 1.486  0.442
C: 2.411 -1.934 0.564  0.021
C: 3.078 -0.977 -0.253  0.095
F: 2.874 0.323 -0.083  0.028
C: 4.034 -1.332 -1.178  -0.009
F: 4.637 -0.365 -1.859  -0.013
C: 4.387 -2.650 -1.393  0.135
C: 3.758 -3.616 -0.634  -0.010
F: 4.048 -4.895 -0.816  -0.014
C: 2.815 -3.286 0.316  0.099
F: 2.247 -4.301 0.960  0.034
H: 1.324 -0.829 5.600  0.000
H: 2.406 -0.768 4.201  0.000
H: 1.676 0.722 4.829  0.000
H: -1.010 -0.524 5.384  0.000
H: -0.673 1.062 4.668  0.000
H: -1.715 -0.089 3.808  0.000
H: 0.296 -2.516 4.520  0.000
H: -0.844 -2.157 3.245  0.000
H: 2.070 -2.884 2.994  0.015
H: 0.675 -3.437 2.106  0.015
H: 5.133 -2.918 -2.129  0.006
C: 4.195 0.340 2.368  0.000
C: 3.233 1.443 2.650  0.000
N: 1.930 1.457 2.436  0.002
C: 1.383 2.651 2.870  0.000
C: 2.261 3.533 3.407  0.000
S: 3.822 2.865 3.382  0.000
C: -0.041 2.839 2.645  0.000
C: -0.785 3.940 2.916  0.000
S: -2.335 3.744 2.251  0.000
C: -1.916 2.201 1.658  0.000
N: -0.693 1.827 1.972  0.000
C: -2.929 1.459 0.853  0.000
H: 3.675 -0.605 2.271  0.000
H: 4.925 0.257 3.171  0.000
H: 4.739 0.539 1.445  0.000
H: 2.070 4.517 3.800  0.000
H: -0.488 4.846 3.417  0.000
H: -3.617 2.161 0.385  0.000
H: -3.514 0.795 1.493  0.000
H: -2.449 0.869 0.077  0.000
N: -0.021 2.742 -4.974  0.000
C: -0.384 2.613 -6.299  0.000
C: -0.335 3.498 -7.375  0.000
C: -0.778 3.011 -8.584  0.000
C: -1.253 1.690 -8.728  0.000
C: -1.296 0.823 -7.663  0.000
C: -0.849 1.298 -6.425  0.000
N: -0.767 0.649 -5.209  0.000
C: -0.276 1.533 -4.383  0.000
C: -0.030 1.231 -2.976  0.000
C: -0.245 -0.071 -2.524  0.000
C: -0.039 -0.371 -1.198  0.000
N: 0.358 0.531 -0.285  -0.001
C: 0.598 1.773 -0.730  -0.001
C: 0.416 2.162 -2.040  0.000
H: 0.363 3.565 -4.546  0.000
H: 0.029 4.512 -7.273  0.000
H: -0.761 3.657 -9.451  0.000
H: -1.587 1.360 -9.701  0.000
H: -1.659 -0.190 -7.765  0.000
H: -0.566 -0.828 -3.226  0.000
H: -0.188 -1.379 -0.838  0.000
H: 0.955 2.484 0.003  0.000
H: 0.626 3.188 -2.309  0.000
C: -4.090 -1.742 -0.396  0.000
C: -3.425 -2.358 0.843  0.000
C: -2.999 -3.807 0.565  0.000
C: -4.362 -2.291 2.059  0.000
C: -2.208 -1.585 1.157  -0.002
N: -1.254 -0.990 1.381  0.006
H: -4.944 -2.361 -0.669  0.000
H: -3.406 -1.713 -1.245  0.000
H: -4.452 -0.734 -0.200  0.000
H: -3.895 -4.404 0.397  0.000
H: -2.459 -4.235 1.410  0.000
H: -2.374 -3.873 -0.326  0.000
H: -5.282 -2.822 1.817  0.000
H: -4.621 -1.262 2.309  0.000
H: -3.915 -2.764 2.933  0.000

Summary:
Total charge = +2
E_LUMO (spin up / spin down) = -4.9 / -7.3 eV
Kohn-Sham gap (spin up / spin down) = 7.39 / 4.95 eV
2S+1 = 2